ORCA calculation (ωB97M-V with the def2-TZVPD basis set) on a single C4H6 molecule.

```
10
Properties=species:S:1:pos:R:3:forces:R:3:lowdin_charge:R:1
C -0.993289 1.008522 -1.753828 -0.2 0.1 0.5 0.05
C -0.837740 0.216993 -0.847769 0.3 -0.6 -1.9 -0.23
C -0.433849 -0.350658 0.402074 -0.8 1.0 0.5 -0.24
C 1.102427 -0.549496 0.602116 -0.3 0.3 0.1 -0.08
H -1.239842 2.032311 -1.921834 -0.1 0.0 -0.8 0.03
H -1.015939 -1.124577 0.894610 -0.1 -0.4 -0.7 0.10
H -1.088411 0.590437 0.668124 2.0 -0.8 2.1 0.16
H 1.483140 0.059828 1.423094 0.0 0.0 0.0 0.06
H 1.664310 -0.286236 -0.304543 -0.3 0.0 0.3 0.07
H 1.359194 -1.597123 0.837956 -0.4 0.4 -0.1 0.07
```
Positions in Å, forces in eV/Å.

HOMO level in eV: -9.171
ΔE to the lowest compared entry with this formula, charge and spin in eV: 2.366
Frontier orbital gap in eV: 10.2
Energy in eV: -4241.5947
M in g/mol: 54.09
SMILES: C#CCC
Net charge: 0

***

ORCA calculation (ωB97M-V with the def2-TZVPD basis set) on a molecular structure, C11H30LaN7O6P2S.

```
58
Properties=species:S:1:pos:R:3:forces:R:3:lowdin_charge:R:1
La 0.084016 -0.742956 0.019051 -1.0 -0.6 -0.7 1.95
N 1.647242 1.746852 3.381286 0.2 -0.1 -0.1 0.21
C 2.312156 0.997925 2.223261 0.1 0.2 0.1 -0.48
C 3.831205 1.160246 2.263963 -0.2 0.0 0.1 -0.05
P 1.738449 -0.756272 2.386936 0.4 0.0 0.6 0.26
O 2.424966 -1.223497 3.724776 0.0 0.2 0.1 -0.06
O 2.100378 -1.563884 1.175163 0.4 0.0 0.2 -0.38
O 0.244608 -0.603244 2.505473 -0.1 -0.1 0.3 -0.40
P 1.548453 1.687442 0.663714 0.5 0.7 0.2 0.22
O 2.107870 3.166185 0.622869 0.0 -0.1 0.1 -0.08
O 1.991021 0.788554 -0.446580 0.3 0.1 -0.2 -0.41
O 0.061722 1.664095 0.862891 -0.1 0.2 0.2 -0.39
H 2.016915 1.442572 4.286155 0.0 0.0 0.0 0.17
H 0.636466 1.565072 3.365699 0.0 -0.1 -0.1 0.15
H 1.797752 2.756121 3.300962 0.0 0.0 0.0 0.17
H 4.262603 0.648797 3.125335 0.0 0.0 0.0 0.09
H 4.118164 2.211440 2.297680 0.0 0.0 0.0 0.09
H 4.257556 0.722823 1.362286 0.0 0.0 0.0 0.10
H 2.886384 -2.070335 3.711476 0.1 -0.1 0.0 0.12
H 2.671795 3.366822 -0.135734 0.0 0.1 -0.1 0.11
C -0.421607 -3.149700 -2.372690 0.0 0.0 0.1 -0.09
N 0.018503 -3.134799 -0.958537 -0.1 -0.5 -0.2 -0.41
C 1.317801 -3.844617 -0.870087 -0.1 0.0 0.0 -0.07
C -0.966946 -3.846623 -0.104611 0.0 0.1 -0.1 -0.19
C -2.329197 -3.179166 -0.057309 0.0 0.1 0.0 -0.18
N -2.299839 -1.788936 0.473337 -0.4 -0.2 0.1 -0.38
C -3.407078 -1.011369 -0.128879 0.0 -0.1 0.1 -0.10
C -2.518229 -1.815036 1.941570 0.1 -0.1 -0.1 -0.08
H -0.668288 -4.168195 -2.685548 0.0 0.0 0.0 0.11
H 0.382053 -2.781148 -3.008611 0.0 0.0 0.0 0.10
H -1.295370 -2.518547 -2.528942 0.0 0.0 0.0 0.05
H 1.211955 -4.873860 -1.223419 0.0 0.0 0.0 0.11
H 1.669334 -3.854684 0.157717 0.0 0.0 0.0 0.08
H 2.060587 -3.336926 -1.484413 0.0 0.0 0.0 0.10
H -0.546665 -3.934925 0.900485 0.1 0.0 0.0 0.13
H -1.110574 -4.860036 -0.490547 0.1 -0.1 0.1 0.14
H -2.985787 -3.792766 0.563536 -0.1 -0.1 0.0 0.14
H -2.767841 -3.162080 -1.052504 0.0 0.0 -0.1 0.12
H -4.371006 -1.469090 0.108307 0.0 0.0 0.0 0.11
H -3.290690 -0.970783 -1.207471 0.0 0.0 -0.1 0.05
H -3.400624 0.003703 0.271185 0.0 0.0 0.0 0.09
H -3.509118 -2.219114 2.161247 0.0 0.0 0.0 0.11
H -2.450884 -0.808108 2.348276 0.0 0.0 0.0 0.09
H -1.765587 -2.427731 2.433599 0.0 0.0 0.0 0.09
C -0.381247 5.560139 -2.403456 -0.1 -0.1 0.0 0.02
C -1.045042 4.238197 -2.283928 0.0 0.1 0.2 -0.30
N -2.302518 4.020752 -2.028520 0.3 -0.5 0.0 0.16
N -2.395882 2.657139 -2.002611 -0.5 0.2 0.0 0.05
C -1.255399 2.030651 -2.262123 0.0 -0.3 0.2 -0.71
S -0.962978 0.340039 -2.400212 -0.3 0.6 -0.7 0.58
N -0.385498 3.034954 -2.429427 0.6 0.2 -0.2 -0.07
N 1.004083 2.893839 -2.631304 -0.4 0.2 0.1 0.15
H -1.120794 6.338477 -2.236731 0.0 0.0 0.0 0.10
H 0.045907 5.699610 -3.398722 0.0 0.0 0.0 0.10
H 0.416491 5.659377 -1.666907 0.0 0.0 0.0 0.09
H -3.291789 2.218303 -1.862418 0.0 0.0 0.0 0.17
H 1.158427 1.898068 -2.785182 0.1 0.0 0.0 0.06
H 1.221613 3.390228 -3.490812 0.1 -0.1 -0.1 0.12
```
Positions in Å, forces in eV/Å.

HOMO level in eV: -14.514
ΔE to the lowest compared entry with this formula, charge and spin in eV: 0.062
Frontier orbital gap in eV: 9.6
Energy in eV: -64878.2254
M in g/mol: 589.33
Net charge: +2

***

ORCA calculation (ωB97M-V with the def2-TZVPD basis set) on a single C4H7N3O2 molecule.

```
16
Properties=species:S:1:pos:R:3:forces:R:3:lowdin_charge:R:1
C 1.189248 -0.460869 -1.276639 3.2 0.7 2.5 -0.06
N 0.710315 0.276986 -0.055510 0.0 -2.5 -0.5 -0.15
C 0.531767 -0.602797 1.194207 -2.7 0.5 -1.6 -0.07
C -0.368129 0.514927 1.946441 2.3 -2.5 -1.2 -0.09
N -0.825020 1.396503 1.191869 -0.9 0.5 -1.0 0.12
C -0.456958 1.017414 -0.186240 -0.8 -0.6 2.3 -0.28
N -1.675637 0.184994 -0.786426 -0.3 -4.1 -2.0 -0.23
O -1.495068 -1.106807 -0.626095 -1.6 4.4 -0.6 -0.04
O -2.501771 0.659931 -1.579827 2.0 -0.7 2.4 0.07
H 2.310192 -0.452581 -1.031001 -1.2 -0.4 -0.8 0.10
H 1.126520 0.190227 -2.132222 -0.6 -0.2 -0.5 0.08
H 0.932299 -1.528863 -1.353328 -0.7 0.7 -0.2 0.08
H 1.429421 -0.948711 1.712350 0.1 0.6 -0.2 0.10
H -0.087962 -1.567449 0.811233 1.3 2.3 1.5 0.14
H -0.367942 0.590414 2.996904 -0.5 0.0 1.2 0.09
H -0.451273 1.836683 -0.825714 0.3 1.4 -1.2 0.13
```
Positions in Å, forces in eV/Å.

HOMO level in eV: -9.732
ΔE to the lowest compared entry with this formula, charge and spin in eV: 5.801
Frontier orbital gap in eV: 9.4
Energy in eV: -12821.7289
M in g/mol: 129.12
SMILES: CN1CC=N[C@@H]1[N+](=O)[O-]
Net charge: 0